Molecular formula: C26H45HgOSb2Si2
Method: DFT, ωB97M-V/def2-TZVPD

Geometry as XYZ:
```
77
Properties=species:S:1:pos:R:3:forces:R:3
Hg -0.4889 0.0449 -0.9286 -0.488 0.100 0.125
C -0.5957 0.8302 5.4620 -0.037 -0.025 -0.050
Sb -0.7419 0.5694 3.2850 0.177 -0.119 0.174
C -1.1249 -1.5574 3.5516 -0.098 0.013 0.042
C 2.1343 -0.9844 3.6854 0.170 0.075 0.143
C 3.0765 0.0294 3.8710 0.024 -0.105 -0.054
C 3.1396 0.8046 5.0719 -0.015 0.023 0.012
C 4.0309 1.8373 5.2403 0.010 -0.005 0.004
C 4.9429 2.1813 4.2352 0.039 0.023 0.019
C 4.9112 1.4415 3.0566 -0.050 0.040 -0.026
C 4.0208 0.3980 2.8507 0.055 0.063 0.091
C 4.0097 -0.3296 1.5653 -0.190 -0.053 -0.104
Sb 2.2657 0.0723 0.2903 0.163 0.099 -0.175
C 2.9930 2.0148 -0.2887 0.005 -0.047 0.078
C 3.2303 -0.9449 -1.3614 -0.018 0.053 0.022
H 0.1660 0.1672 5.8726 0.033 -0.029 -0.008
H -1.5538 0.5997 5.9343 -0.011 -0.001 -0.009
H -0.3254 1.8605 5.6976 0.008 0.003 -0.004
H -0.3730 -1.9693 4.2268 -0.097 0.011 -0.067
H -1.0634 -2.0721 2.5933 0.007 0.009 -0.051
H -2.1184 -1.7142 3.9763 -0.037 -0.017 -0.013
H 2.2251 -1.7019 2.8814 -0.095 0.041 -0.090
H 1.5389 -1.3022 4.5304 -0.012 0.051 0.051
H 2.4438 0.5629 5.8688 0.011 0.008 0.000
H 4.0257 2.3930 6.1743 -0.006 -0.002 0.000
H 5.6491 2.9919 4.3687 -0.003 0.003 -0.006
H 5.6043 1.6860 2.2541 0.002 0.001 0.000
H 4.0176 -1.4174 1.6880 0.002 0.006 0.022
H 4.8438 -0.0378 0.9237 0.026 -0.015 0.003
H 4.0504 1.9484 -0.5521 0.001 0.007 -0.011
H 2.8729 2.7054 0.5455 -0.008 0.001 0.011
H 2.4115 2.3739 -1.1374 -0.006 -0.005 -0.005
H 4.2927 -0.6944 -1.3866 0.011 -0.003 0.005
H 2.7579 -0.6345 -2.2921 0.010 -0.006 -0.006
H 3.1169 -2.0247 -1.2561 -0.012 -0.005 0.006
C 1.0182 -0.4961 -4.4785 -0.043 -0.018 0.009
Si -0.5144 -0.0215 -3.4413 0.128 -0.019 0.008
C -1.3138 1.3582 -4.4955 0.007 -0.094 0.008
C -1.6693 -1.5486 -3.6957 0.053 0.015 0.008
C -2.0405 -1.8535 -5.0122 0.003 0.015 -0.020
C -2.8203 -2.9535 -5.3311 -0.013 -0.015 -0.017
C -3.2540 -3.7937 -4.3146 -0.003 -0.009 -0.007
C -2.8993 -3.5092 -3.0056 -0.029 -0.013 0.026
C -2.1153 -2.4009 -2.6591 0.031 0.007 0.047
Si -1.7138 -2.1366 -0.7850 -0.006 -0.006 0.004
C -3.4308 -2.1766 0.0400 0.050 -0.049 -0.055
C -0.8726 -3.7693 -0.2724 -0.004 0.031 -0.064
H 0.7275 -0.7462 -5.5056 -0.002 0.017 0.006
H 1.5268 -1.3656 -4.0565 -0.012 -0.002 0.003
H 1.7379 0.3259 -4.5193 0.008 0.016 0.013
H -1.3764 1.0577 -5.5478 -0.017 0.017 0.005
H -0.7238 2.2759 -4.4430 0.037 0.007 0.009
H -2.3212 1.5967 -4.1490 -0.014 0.002 0.026
H -1.7033 -1.2112 -5.8216 -0.002 0.005 0.004
H -3.0846 -3.1569 -6.3639 -0.003 0.002 0.000
H -3.8623 -4.6633 -4.5416 -0.003 -0.002 0.000
H -3.2466 -4.1755 -2.2199 -0.001 0.003 0.000
H -3.9553 -3.1179 -0.1622 -0.018 0.012 0.014
H -4.0443 -1.3544 -0.3359 0.002 0.010 -0.005
H -3.3462 -2.0548 1.1220 0.036 -0.002 0.023
H -1.5289 -4.6348 -0.4191 -0.002 0.004 -0.015
H -0.5722 -3.7450 0.7770 -0.016 0.023 0.034
H 0.0303 -3.9241 -0.8694 0.003 -0.005 0.003
C -1.3026 3.5355 -1.2758 -0.030 0.023 -0.017
C -2.1100 2.6954 -0.2736 -0.008 -0.019 0.001
C -3.3260 2.0747 -0.9838 -0.012 0.053 -0.028
C -2.6152 3.6165 0.8493 -0.024 0.029 -0.028
O -1.3296 1.7168 0.3072 0.282 -0.185 -0.124
H -1.8998 4.3399 -1.7216 0.004 -0.001 -0.005
H -0.9264 2.8932 -2.0743 0.003 -0.012 -0.012
H -0.4439 3.9729 -0.7612 0.005 0.010 0.010
H -3.9850 2.8306 -1.4281 0.003 -0.006 0.000
H -3.8961 1.4858 -0.2619 -0.002 -0.010 0.009
H -2.9902 1.4007 -1.7771 0.013 0.002 -0.014
H -3.2421 4.4308 0.4655 0.005 -0.011 0.005
H -1.7598 4.0442 1.3760 0.013 -0.001 -0.003
H -3.1907 3.0300 1.5679 0.004 -0.017 0.005
```
Forces are in eV/Å.

Its spin multiplicity is 2. As for the total charge: -2. The value obtained for the highest occupied orbital energy (alpha / beta) is 0.0 / -0.3 eV.

So, what does the Löwdin scheme give us? The charges, in e, come out as: Hg 0.533; C -0.451; Sb 1.130; C -0.428; C -0.130; C -0.340; C -0.091; C -0.158; C -0.169; C -0.111; C -0.322; C -0.348; Sb 1.281; C -0.332; C -0.344; H -0.041; H -0.034; H -0.033; H -0.034; H -0.044; H -0.025; H 0.000; H -0.003; H 0.080; H 0.078; H 0.062; H 0.092; H 0.051; H 0.043; H -0.007; H -0.002; H -0.014; H -0.009; H -0.041; H -0.006; C -0.266; Si 0.456; C -0.262; C -0.309; C -0.135; C -0.125; C -0.124; C -0.132; C -0.310; Si 0.445; C -0.245; C -0.254; H 0.007; H 0.005; H 0.010; H 0.003; H 0.007; H 0.009; H 0.079; H 0.084; H 0.085; H 0.082; H 0.005; H 0.009; H 0.004; H 0.007; H -0.001; H 0.010; C -0.069; C -0.814; C -0.066; C -0.077; O -0.506; H 0.068; H 0.029; H 0.074; H 0.069; H 0.072; H 0.043; H 0.065; H 0.072; H 0.064

Molecular formula: C26H45IN4SeSi3Tl
Method: DFT, ωB97M-V/def2-TZVPD

Geometry as XYZ:
```
81
Properties=species:S:1:pos:R:3:forces:R:3
Tl 1.3973 -0.8035 -0.3605 -0.659 0.640 -0.428
C 1.9659 1.4715 -2.4754 -0.063 -0.719 -0.008
Si 1.4685 0.1783 -3.8448 1.774 -1.942 1.592
C 0.0185 1.0703 -4.5525 -2.380 0.158 -0.321
C 2.7899 0.3899 -5.1669 0.356 0.606 -0.736
C 1.3211 -1.6727 -3.2926 -0.059 0.093 -0.280
Si -0.3667 -2.3872 -3.7775 1.091 1.054 1.687
C -0.5080 -4.2772 -3.4919 0.822 0.769 -0.174
C -1.8592 -1.5152 -2.9110 0.240 -1.610 0.295
C -0.7372 -2.1368 -5.5782 -0.639 -1.023 -1.542
Si 2.8112 -2.8212 -3.0628 -1.958 0.561 -0.658
C 2.3998 -4.0426 -1.6070 -0.078 -0.388 -0.589
C 3.2723 -3.8831 -4.6998 0.627 0.452 1.527
C 4.4040 -1.9404 -2.5285 0.476 1.570 -0.631
C 5.6729 -2.5152 -2.7644 -1.131 -1.373 0.392
C 6.8283 -1.8897 -2.4017 0.995 1.767 0.407
C 6.7227 -0.5703 -1.8865 -1.173 -0.436 -0.199
C 5.4410 -0.0201 -1.7259 -0.215 -2.162 -1.437
N 4.2894 -0.6517 -2.0863 1.379 -1.360 0.555
H 2.8132 1.1439 -1.8514 -0.445 0.092 -0.280
H 1.0748 1.5742 -1.8162 0.662 0.529 -0.488
H 2.2903 2.3975 -2.9690 -0.465 0.095 0.082
H -0.2447 1.9131 -3.8559 0.262 -0.562 -0.869
H -0.9356 0.4754 -4.6777 1.089 0.584 0.193
H 0.2506 1.4344 -5.5701 -0.028 0.155 0.490
H 2.8838 1.5023 -5.1772 0.109 -0.518 -0.453
H 2.4173 0.0398 -6.1642 0.326 0.306 0.701
H 3.8148 -0.0057 -5.0105 -0.694 0.004 0.134
H 0.1940 -4.5432 -4.3119 -0.183 -0.655 0.647
H -1.4829 -4.7425 -3.6822 0.221 0.180 0.143
H -0.0882 -4.5155 -2.4851 -0.461 -0.123 -0.947
H -2.1615 -0.7623 -3.6146 -0.249 0.892 0.277
H -1.6906 -1.2196 -1.8554 -0.067 0.308 -0.802
H -2.6837 -2.2559 -2.9045 0.226 0.220 0.033
H -0.3900 -3.0514 -6.1172 0.134 0.638 0.139
H -0.4280 -1.2545 -6.1506 0.335 -0.168 0.457
H -1.8202 -2.1900 -5.7381 -0.233 0.040 0.122
H 3.2147 -4.4609 -0.9801 -0.403 0.526 -0.259
H 1.9465 -4.8904 -2.1205 0.128 -0.405 -0.087
H 1.5407 -3.6814 -1.0169 0.671 0.182 0.124
H 3.0836 -4.9177 -4.4471 0.100 -0.541 0.084
H 4.3576 -3.7900 -4.9646 -1.019 0.028 -0.099
H 2.5903 -3.6618 -5.5133 0.173 0.429 -0.196
H 5.6661 -3.5533 -3.1382 0.246 0.614 0.094
H 7.8333 -2.3205 -2.5331 -0.649 0.047 -0.012
H 7.5697 0.0557 -1.6562 0.254 -0.170 0.127
H 5.2757 0.9619 -1.4070 0.092 1.433 0.642
I 3.8154 -0.9530 2.1626 1.406 0.632 0.224
C 2.0128 -1.8452 1.6656 -0.738 0.616 0.165
H 2.2234 -2.8789 1.5546 -0.225 -1.079 0.628
H 1.3618 -1.4616 2.4757 0.006 -0.992 -0.451
N -2.0512 1.0529 3.8154 -1.184 -1.697 -1.766
C -1.2813 1.7207 4.6896 0.906 0.403 2.100
C -0.4534 1.0463 5.6661 -0.388 0.112 -1.755
C 0.0511 1.6853 6.7649 -0.783 1.469 0.019
C -0.0336 3.1041 6.8857 0.383 -0.409 0.089
C -0.5543 3.8132 5.8156 -1.527 -0.887 -1.520
C -1.2855 3.1054 4.7761 1.553 1.298 0.928
H -2.2898 0.0557 3.8925 0.765 0.980 0.255
H -2.5632 1.4942 3.0452 0.471 0.193 0.772
H -0.0156 0.1110 5.3393 -0.656 -0.642 0.534
H 0.4081 1.0811 7.5747 0.774 -0.069 0.157
H 0.4175 3.5861 7.7616 -0.240 -0.091 -0.454
H -0.5492 4.9065 5.6615 0.206 -0.624 0.666
H -1.6894 3.6958 3.9644 -0.290 -0.039 -0.004
C -6.6871 0.9664 3.7018 1.283 -0.236 0.692
N -6.2372 2.0693 4.5637 0.129 1.452 0.849
C -6.6558 2.4319 5.8910 -0.105 -1.249 -1.304
C -6.1118 3.5926 6.1842 1.546 2.446 0.137
N -5.2952 3.9908 5.0932 -0.943 -0.272 0.818
C -4.4015 5.1307 5.0764 1.395 -0.360 0.939
C -5.4163 3.0873 4.0998 -0.450 -0.885 0.141
Se -4.6951 3.2005 2.4208 0.073 0.009 -0.095
H -6.7854 1.3278 2.6752 0.280 -0.036 0.193
H -7.6640 0.6795 4.0508 -0.230 -0.484 0.201
H -5.9094 0.1369 3.7698 -1.252 0.873 -0.281
H -7.2155 1.8792 6.6203 -0.381 -0.607 -0.545
H -6.2282 4.2538 7.0702 0.262 -0.873 -0.850
H -3.3412 4.8118 5.3600 -1.457 0.375 -0.218
H -4.7600 5.9061 5.7572 -0.002 -0.266 0.065
H -4.3429 5.5510 4.0977 -0.121 0.122 -0.775
```
Forces are in eV/Å.

Its spin multiplicity is 1. As for the total charge: -1. The value obtained for the highest occupied orbital energy is -2.8 eV.

So, what does the Löwdin scheme give us? The charges, in e, come out as: Tl 0.714; C -0.301; Si 0.328; C -0.205; C -0.214; C -0.529; Si 0.333; C -0.188; C -0.195; C -0.215; Si 0.482; C -0.202; C -0.174; C -0.298; C -0.106; C -0.088; C -0.062; C -0.134; N 0.049; H -0.044; H -0.032; H 0.021; H 0.043; H 0.011; H 0.032; H 0.020; H 0.029; H 0.021; H 0.017; H 0.021; H 0.013; H -0.016; H 0.014; H 0.017; H 0.030; H 0.022; H 0.023; H 0.035; H -0.008; H -0.005; H -0.007; H 0.012; H 0.001; H 0.098; H 0.104; H 0.087; H 0.083; I 0.558; C -1.004; H -0.110; H -0.087; N 0.104; C -0.348; C -0.050; C -0.111; C -0.127; C -0.104; C -0.064; H 0.112; H 0.028; H 0.105; H 0.089; H 0.089; H 0.098; H 0.083; C -0.057; N -0.113; C -0.056; C -0.063; N -0.129; C -0.051; C -0.753; Se 0.613; H 0.045; H 0.076; H 0.114; H 0.112; H 0.135; H 0.098; H 0.088; H 0.044

Molecular formula: C26H46AuO2P2
Method: DFT, ωB97M-V/def2-TZVPD

Geometry as XYZ:
```
77
Properties=species:S:1:pos:R:3:forces:R:3
Au -1.8286 -1.3712 -2.6771 -6.172 -2.182 4.687
C -0.0746 -3.0173 2.6480 0.010 0.669 0.365
C 1.2872 -3.0549 2.2589 0.201 0.772 0.344
C 1.0207 -1.3108 3.7218 -0.336 -0.440 -0.467
C -0.2433 -1.9273 3.5462 0.963 -0.395 -0.582
C 1.9660 -1.9910 2.9107 -1.014 -0.463 -0.175
C -1.1242 -3.9813 2.2373 -0.144 -0.183 -0.055
H -0.9300 -4.3652 1.2289 -0.112 -0.006 0.116
H -2.1139 -3.5132 2.2420 0.069 -0.129 -0.063
H -1.1671 -4.8490 2.9136 -0.026 0.096 -0.153
C -1.4913 -1.4977 4.1926 -0.541 0.120 0.348
H -2.3182 -2.1707 3.9381 0.085 0.207 0.138
H -1.7731 -0.4810 3.8771 -0.092 -0.128 0.135
H -1.3845 -1.4850 5.2880 -0.169 0.050 -0.164
C 1.2903 -0.1605 4.6157 0.095 0.028 0.172
H 0.8813 -0.3417 5.6196 0.095 0.178 -0.135
H 0.8256 0.7595 4.2341 -0.007 0.152 0.105
H 2.3647 0.0225 4.7119 -0.133 0.044 0.081
C 3.4033 -1.6789 2.8087 0.575 0.016 0.003
H 3.9873 -2.1851 3.5950 0.014 0.174 -0.204
H 3.5806 -0.5999 2.9148 0.130 -0.130 0.000
H 3.8097 -2.0018 1.8416 0.041 0.090 0.186
C 1.9038 -4.0673 1.3766 0.125 -0.315 -0.200
H 2.1741 -4.9768 1.9350 0.000 0.088 -0.195
H 2.8181 -3.6769 0.9185 -0.063 -0.168 -0.036
H 1.2118 -4.3671 0.5790 0.184 -0.037 0.059
C -2.0468 0.1757 -3.9271 -1.194 1.074 -3.623
C -2.2302 -1.0704 -4.6201 -1.017 2.773 -2.627
C -1.1221 -1.5893 -5.5085 -0.158 -0.842 -0.178
C 0.1591 -2.0033 -4.6853 -0.227 -1.051 -1.021
C -0.0069 -1.8795 -3.1985 4.735 0.546 0.274
C 0.0121 -0.5783 -2.5640 4.068 -0.592 0.972
C 0.3626 0.6279 -3.3650 -0.155 0.319 0.302
C -0.8542 1.0356 -4.2071 0.382 0.942 0.154
H -0.8711 -0.8738 -6.3026 -0.045 -0.051 0.204
H 1.0556 -1.4601 -5.0507 -0.413 -0.256 0.249
H -1.5141 -2.4932 -6.0233 0.341 0.582 0.278
H -0.5613 1.0017 -5.2593 -0.362 0.076 -0.030
H -2.9070 0.7027 -3.5075 -0.030 -0.147 -0.349
H -3.2808 -1.2877 -4.8615 0.558 -0.430 0.158
H -1.1272 2.0761 -3.9307 0.170 -0.567 -0.473
H 0.6370 1.4410 -2.6983 -0.116 0.139 0.220
H 0.2143 -0.5451 -1.4762 0.202 -0.109 -0.640
H 1.2689 0.4528 -3.9605 -0.284 -0.167 -0.090
H 0.3060 -3.0890 -4.9022 0.202 0.897 0.129
H 0.5135 -2.6134 -2.5856 -0.598 -0.464 -0.104
P -1.8594 3.5798 -1.9122 -0.883 -0.421 -0.522
P 1.4627 2.8254 0.3579 -0.352 -0.020 0.626
C -0.2846 4.3629 -1.4285 1.044 0.774 0.043
C 1.1189 3.7617 -1.1328 0.089 0.668 -0.384
H -0.4803 5.1335 -0.6761 -0.139 -0.087 0.159
H -0.0706 4.9585 -2.3474 -0.311 -0.283 0.518
H 1.5431 3.2760 -2.0063 -0.170 -0.484 -0.040
H 1.7903 4.6356 -0.9984 -0.249 -0.333 -0.006
C 1.9492 4.0476 1.5646 0.450 0.196 0.271
H 2.2853 3.5831 2.4976 -0.121 0.026 -0.150
H 1.0924 4.6974 1.7740 0.124 -0.154 -0.075
H 2.7651 4.6496 1.1523 -0.059 -0.071 0.101
C 2.6396 1.5129 0.1386 0.496 -0.256 -0.165
H 3.6122 1.9038 -0.1806 -0.184 0.067 0.018
H 2.2907 0.7982 -0.6138 -0.113 0.128 0.097
H 2.7778 0.9686 1.0781 -0.152 0.069 -0.012
C -2.5934 2.4219 -0.6729 0.123 -0.117 0.508
H -2.1610 1.4066 -0.7474 -0.086 0.304 0.077
H -3.6548 2.3401 -0.9452 0.285 0.024 -0.148
H -2.5830 2.7360 0.3840 0.150 -0.006 -0.561
C -2.3760 -1.8790 -0.7455 1.220 0.276 0.372
H -1.6491 -1.3197 -0.1237 -0.598 -0.691 0.304
H -2.2741 -2.9558 -0.7098 -0.131 -0.152 0.655
H -3.3883 -1.5052 -0.6872 -0.288 -0.099 0.336
C -1.6288 2.2566 2.7985 -0.289 -0.005 0.519
O -0.7772 2.8951 1.8144 1.197 -0.562 -0.328
C 0.0237 2.0145 1.1826 -1.905 -2.340 0.388
O -0.1667 0.7999 1.2002 1.052 2.510 -0.388
H -2.3295 1.5481 2.3488 0.199 0.183 -0.094
H -2.1528 3.0863 3.2661 -0.026 -0.135 0.037
H -1.0044 1.7193 3.5274 -0.212 0.213 -0.274
```
Forces are in eV/Å.

Its spin multiplicity is 3. As for the total charge: +1. The calculation puts the energy relative to the best compared isomer or geometry (same formula, charge and spin) at 9.918 eV. The value obtained for the highest occupied orbital energy (alpha / beta) is -6.7 / -7.1 eV.

So, what does the Löwdin scheme give us? The charges, in e, come out as: Au 1.267; C -0.212; C -0.224; C -0.230; C -0.231; C -0.232; C -0.055; H 0.062; H 0.065; H 0.091; C -0.047; H 0.073; H 0.058; H 0.086; C -0.049; H 0.087; H 0.049; H 0.069; C -0.069; H 0.092; H 0.055; H 0.066; C -0.056; H 0.091; H 0.062; H 0.065; C -0.313; C -0.310; C -0.169; C -0.164; C -0.320; C -0.302; C -0.179; C -0.182; H 0.112; H 0.120; H 0.120; H 0.117; H 0.104; H 0.115; H 0.046; H 0.065; H 0.100; H 0.122; H 0.123; H 0.120; P 0.959; P 0.992; C -0.501; C -0.322; H 0.070; H 0.072; H 0.081; H 0.103; C -0.155; H 0.084; H 0.079; H 0.076; C -0.137; H 0.084; H 0.067; H 0.071; C -0.363; H 0.016; H 0.034; H 0.019; C -0.237; H -0.014; H -0.017; H -0.022; C -0.016; O -0.114; C -0.547; O 0.090; H 0.099; H 0.108; H 0.085